(1)
Below is 6 unconnected molecules or ions with the total composition C36H90N6O12 at a distorted geometry, with properties calculated with ωB97M-V/def2-TZVPD.

Last column: Löwdin charge in e.
Geometry (Å):
C 4.903 -1.815 -3.850  -0.11
O 6.306 -1.620 -3.807  -0.20
C 7.030 -2.738 -4.289  -0.22
C 7.111 -2.794 -5.800  -0.20
N 7.054 -4.176 -6.269  -0.08
C 6.662 -4.392 -7.655  -0.21
C 7.642 -3.938 -8.715  -0.25
O 7.584 -2.542 -8.888  -0.20
C 8.400 -2.100 -9.943  -0.12
H 4.507 -0.903 -3.399  0.07
H 4.611 -2.690 -3.269  0.08
H 4.535 -1.804 -4.881  0.09
H 6.593 -3.680 -3.934  0.12
H 8.018 -2.638 -3.833  0.12
H 8.037 -2.320 -6.152  0.12
H 6.289 -2.268 -6.285  0.12
H 7.794 -4.794 -5.978  0.11
H 5.667 -3.976 -7.802  0.12
H 6.649 -5.485 -7.756  0.12
H 7.367 -4.402 -9.681  0.12
H 8.666 -4.295 -8.530  0.13
H 9.453 -2.347 -9.763  0.09
H 8.265 -1.023 -10.021  0.09
H 8.115 -2.547 -10.906  0.09
C 0.201 4.007 4.699  -0.09
O -0.970 3.255 4.944  -0.19
C -1.935 3.363 3.943  -0.24
C -2.763 4.645 3.948  -0.20
N -3.755 4.787 5.014  -0.04
C -3.216 4.738 6.360  -0.22
C -4.176 5.338 7.361  -0.25
O -5.411 4.690 7.241  -0.18
C -6.253 4.905 8.333  -0.13
H 0.821 3.464 3.983  0.08
H 0.716 4.168 5.644  0.09
H -0.045 5.006 4.318  0.08
H -2.621 2.511 3.995  0.13
H -1.502 3.277 2.930  0.09
H -3.268 4.704 2.981  0.09
H -2.116 5.526 4.010  0.11
H -4.436 4.047 4.902  0.11
H -2.246 5.224 6.485  0.12
H -3.021 3.704 6.689  0.12
H -4.222 6.419 7.160  0.13
H -3.778 5.172 8.372  0.12
H -5.764 4.582 9.271  0.09
H -7.162 4.320 8.235  0.09
H -6.484 5.968 8.482  0.09
C 0.294 -3.466 -0.814  -0.11
O 1.164 -2.371 -0.776  -0.20
C 1.358 -1.749 -2.024  -0.22
C 1.982 -0.391 -1.817  -0.22
N 1.046 0.647 -1.400  -0.04
C 0.463 0.384 -0.050  -0.18
C 0.164 1.682 0.622  -0.24
O 1.385 2.366 0.826  -0.19
C 1.171 3.739 1.128  -0.10
H 0.416 -4.057 0.092  0.09
H 0.490 -4.132 -1.669  0.09
H -0.771 -3.217 -0.891  0.07
H 0.405 -1.602 -2.560  0.13
H 1.981 -2.388 -2.666  0.12
H 2.587 -0.069 -2.663  0.11
H 2.725 -0.530 -1.010  0.09
H 1.594 1.488 -1.240  0.09
H 1.121 -0.229 0.572  0.11
H -0.462 -0.160 -0.249  0.11
H -0.341 1.471 1.575  0.13
H -0.497 2.290 -0.010  0.12
H 1.126 4.327 0.205  0.09
H 2.010 4.090 1.728  0.09
H 0.241 3.845 1.687  0.06
C -3.587 3.066 0.478  -0.12
O -2.530 3.988 0.362  -0.23
C -2.851 5.176 -0.349  -0.20
C -4.018 5.966 0.229  -0.22
N -5.372 5.529 -0.117  -0.05
C -5.620 5.612 -1.571  -0.21
C -7.107 5.475 -1.802  -0.23
O -7.705 6.672 -1.312  -0.21
C -9.112 6.695 -1.399  -0.11
H -4.451 3.486 0.999  0.08
H -3.217 2.256 1.114  0.08
H -3.858 2.640 -0.494  0.09
H -3.041 4.893 -1.391  0.11
H -1.960 5.793 -0.265  0.12
H -3.802 7.016 -0.064  0.12
H -3.921 6.038 1.317  0.11
H -5.949 6.316 0.185  0.11
H -5.124 4.792 -2.094  0.11
H -5.305 6.578 -1.988  0.13
H -7.494 4.611 -1.251  0.13
H -7.333 5.396 -2.872  0.12
H -9.403 7.740 -1.481  0.09
H -9.589 6.212 -0.543  0.09
H -9.450 6.195 -2.317  0.08
C 0.854 -1.237 4.894  -0.11
O 1.382 -1.474 3.610  -0.20
C 2.464 -2.371 3.627  -0.23
C 3.002 -2.493 2.218  -0.20
N 4.339 -3.067 2.272  -0.07
C 4.880 -3.418 0.964  -0.20
C 4.942 -2.282 -0.037  -0.22
O 5.764 -1.273 0.541  -0.18
C 5.906 -0.165 -0.302  -0.11
H 1.648 -0.918 5.574  0.09
H 0.381 -2.156 5.266  0.09
H 0.079 -0.482 4.790  0.08
H 2.115 -3.364 3.949  0.13
H 3.247 -2.041 4.322  0.12
H 2.984 -1.501 1.749  0.12
H 2.395 -3.181 1.629  0.12
H 5.042 -2.528 2.757  0.11
H 4.316 -4.271 0.575  0.12
H 5.913 -3.743 1.119  0.12
H 3.979 -1.829 -0.280  0.09
H 5.453 -2.673 -0.928  0.12
H 6.728 0.452 0.059  0.09
H 4.998 0.457 -0.340  0.09
H 6.135 -0.444 -1.341  0.08
C -2.308 -5.669 -2.468  -0.12
O -1.620 -6.156 -1.343  -0.18
C -2.255 -7.209 -0.640  -0.22
C -2.922 -6.748 0.630  -0.20
N -3.943 -5.752 0.331  -0.06
C -4.389 -4.912 1.413  -0.20
C -3.266 -4.052 2.012  -0.22
O -2.540 -3.438 0.968  -0.21
C -2.977 -2.149 0.606  -0.10
H -1.582 -5.144 -3.091  0.09
H -3.125 -4.981 -2.229  0.08
H -2.711 -6.472 -3.096  0.09
H -1.485 -7.962 -0.424  0.12
H -2.900 -7.817 -1.291  0.12
H -2.151 -6.328 1.292  0.11
H -3.382 -7.582 1.168  0.12
H -3.634 -5.183 -0.443  0.07
H -4.863 -5.501 2.204  0.12
H -5.154 -4.232 1.027  0.11
H -2.561 -4.676 2.563  0.11
H -3.669 -3.317 2.719  0.12
H -3.929 -2.178 0.064  0.09
H -2.199 -1.693 -0.003  0.06
H -3.091 -1.485 1.475  0.09

The gap between HOMO and LUMO is 8.959 eV. The net charge is 0. The highest occupied orbital energy comes out at -8.25 eV. The value obtained for the total energy is -2656.73014 a.u. The energy relative to the best compared isomer or geometry (same formula, charge and spin) is 263.83 kcal/mol. Its SMILES is COCCNCCOC.COCCNCCOC.COCCNCCOC.COCCNCCOC.COCCNCCOC.COCCNCCOC.

=====

(2)
Below is a molecular structure, C4H9NO4 at a distorted geometry, with properties calculated with ωB97M-V/def2-TZVPD.

Last column: Löwdin charge in e.
Geometry (Å):
C -0.564 1.310 1.511  -0.11
C 1.282 1.178 -0.240  -0.32
O 0.592 0.613 1.070  -0.21
O 0.846 2.189 -0.776  0.00
H 2.345 1.016 -0.025  0.14
H -1.378 0.595 1.664  0.07
H -0.356 1.800 2.466  0.08
H -0.883 2.060 0.780  0.09
C -1.169 -1.591 -0.235  0.02
C 0.250 -1.166 -0.316  -0.39
O -0.235 0.101 -2.139  -0.04
O 1.104 -1.985 0.288  0.13
N 0.765 -0.333 -1.243  -0.01
H -0.061 1.071 -2.168  0.10
H 2.009 -1.733 0.044  0.14
H -1.350 -2.069 0.728  0.10
H -1.828 -0.738 -0.384  0.09
H -1.369 -2.317 -1.027  0.11

The gap between HOMO and LUMO is 9.543 eV. The net charge is 0. The highest occupied orbital energy comes out at -9.20 eV. The value obtained for the total energy is -513.40796 a.u. The energy relative to the best compared isomer or geometry (same formula, charge and spin) is 106.42 kcal/mol.

=====

(3)
Below is 2 unconnected molecules or ions with the total composition C5H14N2O at a distorted geometry, with properties calculated with ωB97M-V/def2-TZVPD.

Last column: Löwdin charge in e.
Geometry (Å):
N -0.763 1.821 0.983  0.01
C -0.621 0.572 0.377  -0.29
C 0.871 0.269 0.189  -0.33
C 1.554 1.168 -0.879  -0.15
C 1.881 0.229 -2.077  -0.19
C 1.670 -1.164 -1.563  -0.28
N 1.053 -1.195 -0.259  -0.02
H -1.225 1.835 1.771  0.00
H -1.164 2.622 0.523  0.08
H -1.270 0.602 -0.556  0.14
H -0.972 -0.272 1.015  0.12
H 1.388 0.519 1.193  0.15
H 2.428 1.451 -0.195  0.12
H 0.995 2.057 -1.220  0.10
H 1.054 0.376 -2.835  0.12
H 2.888 0.374 -2.515  0.11
H 2.689 -1.634 -1.530  0.11
H 1.105 -1.767 -2.306  0.11
H 1.520 -1.635 0.529  0.10
O -5.320 -2.303 3.276  0.00
H -5.280 -1.398 2.933  0.05
H -4.481 -2.529 3.145  -0.05

The gap between HOMO and LUMO is 9.197 eV. The net charge is 0. The highest occupied orbital energy comes out at -8.60 eV. The value obtained for the total energy is -383.58277 a.u. The energy relative to the best compared isomer or geometry (same formula, charge and spin) is 74.01 kcal/mol. Its SMILES is NC[C@@H]1CCCN1.O.

=====

(4)
Below is 2 unconnected molecules or ions with the total composition C3H13N2O at a distorted geometry, with properties calculated with ωB97M-V/def2-TZVPD.

Last column: Löwdin charge in e.
Geometry (Å):
C -1.243 -1.072 1.944  -0.07
C -0.169 -0.096 1.372  -0.11
C 0.204 -0.005 -0.128  -0.14
N 0.784 -1.153 -0.775  0.29
N -1.178 -2.474 1.355  0.23
H -2.266 -0.725 1.825  0.15
H -0.969 -1.137 2.974  0.14
H 0.806 -0.322 1.830  0.13
H -0.321 0.910 1.745  0.15
H -0.583 0.371 -0.784  0.16
H 1.133 0.617 -0.106  0.21
H 1.129 -0.953 -1.728  0.18
H -0.797 -2.419 0.427  0.13
H -1.987 -3.069 1.506  0.19
H 1.598 -1.579 -0.287  0.18
H -0.459 -2.987 1.878  0.19
H 1.730 4.987 -3.699  0.02
H 1.355 5.475 -5.139  0.03
O 1.232 5.630 -4.211  -0.05

The gap between HOMO and LUMO (alpha / beta) is 7.201 / 1.738 eV. The net charge is +2. Its spin multiplicity is 2. The highest occupied orbital energy (alpha / beta) comes out at -15.07 / -15.07 eV. The value obtained for the total energy is -306.08524 a.u. The energy relative to the best compared isomer or geometry (same formula, charge and spin) is 43.82 kcal/mol. The expectation value of S² is 0.754.

=====

(5)
Below is a molecular structure, C23H31AuCl2N4O3 at a distorted geometry, with properties calculated with ωB97M-V/def2-TZVPD.

Last column: Löwdin charge in e.
Geometry (Å):
O 0.738 1.626 -3.594  0.02
C 1.622 1.492 -4.418  -0.20
C 2.416 2.564 -5.144  -0.19
C 2.981 3.646 -4.451  -0.03
H 3.075 3.590 -3.365  0.12
C 3.391 4.782 -5.160  -0.07
H 3.762 5.659 -4.624  0.11
C 3.298 4.812 -6.564  -0.08
H 3.516 5.734 -7.105  0.10
C 2.925 3.655 -7.261  -0.08
H 2.916 3.653 -8.356  0.11
C 2.540 2.512 -6.545  -0.04
H 2.304 1.580 -7.066  0.11
H 1.945 0.470 -4.732  0.13
C -2.170 1.148 -2.393  -0.16
C -1.686 0.130 -1.395  -0.44
H -3.256 1.045 -2.540  0.06
H -1.630 1.033 -3.343  0.05
H -1.937 2.155 -2.021  0.03
C -2.405 -0.858 -0.834  -0.23
C -3.894 -0.962 -0.812  -0.10
H -1.881 -1.594 -0.244  0.05
H -4.346 -0.436 -1.656  0.06
H -4.296 -0.524 0.112  0.08
H -4.204 -2.010 -0.830  0.07
Au 0.166 0.483 -0.688  0.58
Cl -1.061 2.307 0.590  -0.02
Cl 2.371 0.367 -0.126  0.22
C -2.154 0.117 2.674  -0.37
O -1.585 -0.870 2.213  -0.03
N -2.736 0.188 3.897  -0.20
C -2.700 -0.972 4.774  -0.06
C -3.624 1.275 4.294  -0.05
H -2.207 1.083 2.114  0.01
H -2.009 -1.699 4.333  0.08
H -3.707 -1.417 4.879  0.09
H -2.315 -0.653 5.751  0.07
H -3.590 2.052 3.521  0.09
H -3.295 1.694 5.257  0.09
H -4.660 0.907 4.392  0.09
H 0.450 -5.559 1.058  0.09
H 2.772 -5.487 0.057  0.09
C 0.086 -4.885 0.276  -0.03
C 2.372 -4.846 -0.739  -0.06
N 1.195 -4.126 -0.286  -0.19
H -0.652 -4.194 0.691  0.09
C 1.143 -2.777 -0.331  -0.33
O 0.269 -2.111 0.247  -0.11
H 3.127 -4.105 -1.028  0.09
H 1.959 -2.304 -0.913  0.10
H -0.384 -5.498 -0.502  0.09
H 2.147 -5.484 -1.602  0.09
N -0.105 0.182 7.387  0.17
C 0.322 0.158 6.293  -0.16
C 0.848 0.149 4.945  -0.21
C 1.227 -1.052 4.335  0.01
C 1.584 -1.030 2.981  -0.10
N 1.651 0.106 2.313  -0.01
C 1.316 1.257 2.864  -0.14
C 0.987 1.340 4.223  0.02
H 1.223 -1.994 4.878  0.13
H 1.814 -1.947 2.450  0.12
H 1.260 2.131 2.216  0.08
H 0.770 2.312 4.656  0.13

The gap between HOMO and LUMO (alpha / beta) is 6.656 / 4.298 eV. The net charge is 0. Its spin multiplicity is 3. The highest occupied orbital energy (alpha / beta) comes out at -7.20 / -7.40 eV. The value obtained for the total energy is -2395.67531 a.u. The energy relative to the best compared isomer or geometry (same formula, charge and spin) is 0.00 kcal/mol. The expectation value of S² is 2.011.

=====

(6)
Below is a molecular structure, CH4F3N2 at a distorted geometry, with properties calculated with ωB97M-V/def2-TZVPD.

Last column: Löwdin charge in e.
Geometry (Å):
C 0.531 0.118 1.239  -0.06
N 0.780 -0.334 -0.046  0.19
N -0.701 -0.047 -1.110  -0.22
F -0.740 0.769 -2.135  0.22
F -1.044 -1.230 -1.512  0.22
F -1.593 0.332 -0.229  0.17
H -0.523 -0.111 1.432  0.12
H 1.262 -0.534 1.751  0.16
H 0.639 1.130 1.405  0.08
H 1.389 -0.094 -0.796  0.12

The gap between HOMO and LUMO is 9.856 eV. The net charge is +1. The highest occupied orbital energy comes out at -16.61 eV. The value obtained for the total energy is -448.98857 a.u. The energy relative to the best compared isomer or geometry (same formula, charge and spin) is 91.79 kcal/mol.

=====

(7)
Below is 4 unconnected molecules or ions with the total composition C8H24O4 at a distorted geometry, with properties calculated with ωB97M-V/def2-TZVPD.

Last column: Löwdin charge in e.
Geometry (Å):
C 6.438 -17.612 -13.998  -0.08
C 7.511 -17.028 -13.048  -0.34
O 8.700 -17.651 -13.443  -0.08
H 6.694 -17.228 -14.985  0.07
H 5.472 -17.235 -13.663  0.07
H 6.437 -18.702 -13.986  0.07
H 7.223 -17.274 -12.026  0.10
H 7.547 -15.943 -13.137  0.11
H 9.408 -17.158 -13.021  0.08
C 4.083 -22.732 -21.289  -0.11
C 3.437 -21.830 -20.320  -0.32
O 3.988 -21.822 -18.969  -0.08
H 3.606 -22.662 -22.267  0.08
H 3.997 -23.761 -20.939  0.08
H 5.157 -22.598 -21.423  0.08
H 2.430 -22.241 -20.254  0.11
H 3.440 -20.808 -20.699  0.11
H 3.742 -20.952 -18.644  0.07
C -0.318 -15.672 -18.487  -0.09
C -0.215 -16.972 -17.726  -0.32
O 1.183 -17.150 -17.432  -0.11
H -1.243 -15.394 -18.993  0.08
H 0.525 -15.819 -19.161  0.08
H -0.036 -14.917 -17.752  0.07
H -0.588 -17.813 -18.311  0.11
H -0.680 -17.000 -16.741  0.10
H 1.546 -16.402 -16.953  0.07
C 7.147 -26.376 -13.729  -0.09
C 6.772 -24.972 -14.164  -0.33
O 5.372 -24.747 -14.164  -0.08
H 8.192 -26.557 -13.981  0.07
H 6.555 -27.120 -14.264  0.07
H 7.010 -26.558 -12.663  0.07
H 7.078 -24.714 -15.178  0.11
H 7.263 -24.318 -13.444  0.10
H 5.200 -24.226 -14.951  0.08

The gap between HOMO and LUMO is 10.574 eV. The net charge is 0. The highest occupied orbital energy comes out at -10.00 eV. The value obtained for the total energy is -620.07686 a.u. The energy relative to the best compared isomer or geometry (same formula, charge and spin) is 35.94 kcal/mol. Its SMILES is CCO.CCO.CCO.CCO.

=====

(8)
Below is 2 unconnected molecules or ions with the total composition CH3INOP at a distorted geometry, with properties calculated with ωB97M-V/def2-TZVPD.

Last column: Löwdin charge in e.
Geometry (Å):
C -0.246 -0.749 1.057  -0.80
N 0.371 0.228 1.354  0.08
O -0.537 -0.733 -1.180  -0.67
P 0.032 0.581 -1.644  0.58
I -1.128 -2.455 1.572  1.02
H 0.669 0.910 0.613  0.01
H 1.334 0.660 -1.039  -0.11
H -0.495 1.558 -0.733  -0.10

The gap between HOMO and LUMO (alpha / beta) is 7.193 / 7.190 eV. The net charge is 0. The highest occupied orbital energy (alpha / beta) comes out at -8.12 / -8.12 eV. The value obtained for the total energy is -808.82810 a.u. The energy relative to the best compared isomer or geometry (same formula, charge and spin) is 74.08 kcal/mol.